[1]
C48H121CrN6O16 as an isolated structure. Source: the OMol25 dataset; level of theory: ωB97M-V with the def2-TZVPD basis set.

The geometry in ORCA input format:
```
! wB97M-V def2-TZVPD RIJCOSX def2/J DEFGRID3
* xyz 2 6
Cr 3.31 -0.15 -0.89
C -0.50 -1.33 0.82
C -0.03 -1.36 -0.64
C -1.00 -0.56 -1.49
O 1.34 -1.16 -0.87
H -1.52 -1.64 1.06
H -0.40 -0.32 1.20
H 0.12 -2.00 1.42
H -0.27 -2.37 -0.97
H -0.72 -0.39 -2.53
H -0.96 0.46 -1.13
H -2.02 -0.94 -1.44
C 0.32 -0.93 4.59
O 1.33 0.08 4.85
C 0.82 1.18 5.57
C 1.93 1.92 6.27
N 3.05 2.19 5.42
C 4.11 2.79 6.17
C 5.36 2.93 5.26
O 5.76 1.54 5.09
C 7.05 1.45 4.48
H 0.74 -1.76 4.03
H -0.38 -0.48 3.89
H -0.20 -1.31 5.48
H 0.04 0.82 6.25
H 0.29 1.91 4.96
H 2.29 1.21 7.01
H 1.56 2.81 6.78
H 3.35 1.33 4.99
H 4.30 2.08 6.97
H 3.84 3.76 6.59
H 6.13 3.61 5.64
H 5.07 3.23 4.26
H 7.12 0.44 4.06
H 7.92 1.58 5.12
H 7.12 2.20 3.69
C 1.95 4.89 -4.18
O 1.87 3.70 -3.39
C 1.37 2.52 -3.97
C 1.72 1.29 -3.05
N 3.15 1.28 -2.60
C 4.00 0.60 -3.60
C 3.86 -0.95 -3.61
O 3.86 -1.52 -2.32
C 3.99 -2.96 -2.40
H 2.71 4.76 -4.96
H 2.29 5.75 -3.60
H 1.09 5.06 -4.83
H 1.75 2.32 -4.97
H 0.28 2.57 -3.96
H 1.36 0.33 -3.41
H 1.08 1.47 -2.18
H 3.48 2.23 -2.58
H 5.03 0.85 -3.31
H 3.98 1.06 -4.58
H 4.68 -1.40 -4.18
H 2.92 -1.27 -4.07
H 3.25 -3.34 -3.10
H 3.78 -3.39 -1.42
H 4.97 -3.24 -2.80
C 0.17 8.18 0.80
O 0.15 6.93 0.13
C -0.81 6.79 -0.90
C -0.93 5.34 -1.37
N -2.29 5.02 -1.86
C -2.24 3.79 -2.67
C -3.64 3.25 -2.98
O -3.63 2.07 -3.82
C -3.30 2.35 -5.19
H -0.70 8.44 1.40
H 0.42 9.06 0.21
H 1.09 8.02 1.37
H -0.49 7.41 -1.74
H -1.75 7.16 -0.49
H -0.68 4.59 -0.62
H -0.13 5.27 -2.11
H -2.85 4.92 -1.03
H -1.75 3.01 -2.08
H -1.57 3.86 -3.53
H -4.19 4.06 -3.46
H -4.10 2.90 -2.06
H -3.44 1.42 -5.74
H -2.30 2.76 -5.34
H -4.03 3.05 -5.61
C 0.15 -4.92 -2.45
O -0.91 -4.66 -3.43
C -0.47 -4.17 -4.68
C -0.30 -2.66 -4.84
N 0.15 -2.13 -6.15
C 0.44 -0.66 -6.12
C 0.75 -0.22 -7.57
O 0.82 1.22 -7.57
C 1.07 1.72 -8.86
H 0.75 -5.81 -2.64
H -0.28 -5.05 -1.46
H 0.79 -4.04 -2.43
H -1.16 -4.54 -5.44
H 0.45 -4.64 -5.02
H 0.43 -2.36 -4.09
H -1.26 -2.18 -4.67
H 1.01 -2.55 -6.46
H 1.35 -0.45 -5.57
H -0.40 -0.04 -5.82
H 0.06 -0.58 -8.33
H 1.73 -0.64 -7.82
H 0.22 1.46 -9.49
H 2.04 1.44 -9.28
H 1.04 2.81 -8.83
C 6.39 -2.70 3.93
O 5.72 -2.68 2.69
C 4.35 -3.10 2.64
C 3.60 -2.56 1.39
N 3.70 -1.11 1.16
C 3.01 -0.44 2.22
C 2.87 1.07 1.96
O 2.54 1.30 0.59
C 2.04 2.55 0.40
H 7.43 -2.44 3.76
H 6.24 -3.57 4.58
H 5.97 -1.86 4.48
H 3.83 -2.83 3.56
H 4.47 -4.18 2.64
H 2.59 -2.95 1.38
H 4.13 -3.19 0.67
H 4.68 -0.87 1.29
H 3.53 -0.59 3.17
H 2.03 -0.87 2.40
H 3.83 1.57 2.10
H 2.13 1.42 2.68
H 2.55 3.40 0.84
H 1.00 2.68 0.69
H 2.00 2.84 -0.65
C -2.77 1.54 4.75
O -2.89 2.76 3.96
C -2.05 2.76 2.79
C -2.55 1.68 1.71
N -3.96 1.73 1.28
C -4.21 0.69 0.30
C -5.60 0.98 -0.28
O -6.63 0.98 0.63
C -7.94 1.34 0.18
H -3.40 0.75 4.35
H -3.24 1.71 5.72
H -1.80 1.10 4.96
H -1.03 2.54 3.08
H -2.06 3.70 2.24
H -2.41 0.72 2.20
H -1.84 1.70 0.88
H -4.64 1.70 2.02
H -4.28 -0.30 0.75
H -3.52 0.76 -0.54
H -5.75 0.17 -1.00
H -5.64 1.84 -0.94
H -8.26 0.66 -0.61
H -7.86 2.34 -0.25
H -8.68 1.33 0.98
C 0.66 -5.19 1.61
C -0.18 -5.50 2.91
C -1.67 -5.58 2.71
O 0.11 -6.84 3.33
H 0.37 -4.25 1.15
H 0.53 -5.95 0.84
H 1.73 -5.23 1.80
H 0.08 -4.74 3.64
H -2.13 -5.50 3.69
H -1.99 -6.52 2.26
H -2.06 -4.80 2.06
H -0.44 -7.02 4.10
C -4.34 -1.79 -3.31
C -4.36 -3.23 -2.68
C -3.40 -3.28 -1.50
O -5.69 -3.53 -2.25
H -5.09 -1.71 -4.09
H -3.36 -1.51 -3.70
H -4.41 -0.96 -2.60
H -3.87 -3.94 -3.34
H -3.44 -2.38 -0.89
H -2.35 -3.40 -1.77
H -3.62 -4.22 -0.98
H -5.67 -3.63 -1.29
C -4.42 -3.91 5.39
C -3.17 -3.14 4.96
C -3.19 -2.44 3.59
O -3.10 -1.98 5.83
H -5.28 -3.33 5.07
H -4.51 -4.20 6.43
H -4.48 -4.86 4.86
H -2.27 -3.74 5.02
H -4.08 -1.83 3.42
H -3.24 -3.15 2.77
H -2.28 -1.88 3.37
H -3.12 -2.37 6.70
*
```

Results
Total energy: -4477.33922 Ha
Max |F|: 4.36 eV/Å
HOMO-LUMO gap (alpha / beta): 8.30 / 3.42 eV
Expectation value of S²: 8.764

=====

[2]
A 11-piece molecular cluster, C48H123N5O16 overall. Source: the OMol25 dataset; level of theory: ωB97M-V with the def2-TZVPD basis set.

The geometry in ORCA input format:
```
! wB97M-V def2-TZVPD RIJCOSX def2/J DEFGRID3
* xyz 0 1
C 3.96 -2.93 3.36
O 3.60 -2.50 2.07
C 2.58 -3.39 1.54
C 2.06 -3.05 0.18
N 1.17 -1.87 0.29
C 0.73 -1.14 -0.97
C 0.10 0.21 -0.61
O -0.26 0.84 -1.85
C -1.09 1.98 -1.75
H 4.44 -3.90 3.32
H 3.08 -2.95 4.00
H 4.58 -2.13 3.78
H 1.67 -3.56 2.11
H 3.03 -4.38 1.44
H 1.42 -3.71 -0.40
H 2.89 -2.82 -0.50
H 1.46 -1.19 0.98
H 0.12 -1.80 -1.58
H 1.59 -0.82 -1.56
H 0.88 0.77 -0.10
H -0.73 -0.03 0.05
H -0.58 2.92 -1.55
H -1.92 1.74 -1.09
H -1.42 2.04 -2.79
C -2.96 -7.08 -1.99
O -4.08 -7.93 -2.20
C -5.02 -7.36 -3.09
C -6.21 -8.22 -3.30
N -7.20 -7.73 -4.23
C -7.05 -8.46 -5.48
C -7.86 -7.87 -6.61
O -9.23 -7.97 -6.11
C -10.25 -7.62 -7.08
H -2.65 -7.32 -0.97
H -3.14 -6.01 -1.99
H -2.21 -7.38 -2.71
H -4.54 -7.10 -4.03
H -5.29 -6.37 -2.71
H -6.74 -8.45 -2.38
H -5.93 -9.22 -3.63
H -8.15 -7.96 -3.99
H -7.29 -9.52 -5.35
H -6.01 -8.48 -5.80
H -7.63 -8.36 -7.55
H -7.69 -6.81 -6.77
H -11.11 -7.93 -6.49
H -10.34 -8.14 -8.03
H -10.31 -6.56 -7.34
C -7.20 13.19 -1.70
O -8.12 12.44 -2.47
C -7.49 11.61 -3.48
C -6.88 10.30 -2.84
N -6.18 9.53 -3.84
C -5.58 8.30 -3.31
C -6.64 7.25 -2.85
O -7.53 7.10 -3.94
C -8.21 5.88 -4.11
H -7.79 13.96 -1.20
H -6.54 13.83 -2.30
H -6.51 12.68 -1.03
H -6.67 12.06 -4.03
H -8.25 11.37 -4.23
H -7.66 9.78 -2.28
H -6.19 10.57 -2.05
H -6.96 9.27 -4.43
H -5.09 8.61 -2.39
H -4.90 7.94 -4.09
H -7.13 7.64 -1.96
H -6.01 6.37 -2.71
H -9.29 6.00 -3.98
H -7.86 5.09 -3.45
H -8.14 5.69 -5.18
C -0.12 8.01 -4.31
O -0.34 8.65 -3.06
C 0.68 8.43 -2.04
C -0.09 8.47 -0.76
N -1.02 9.62 -0.76
C -0.35 10.93 -0.60
C -0.19 11.33 0.85
O 0.81 10.43 1.56
C 2.10 11.04 1.23
H -0.28 6.98 -3.99
H 0.82 8.25 -4.81
H -0.82 8.26 -5.11
H 1.28 9.34 -2.09
H 1.26 7.51 -2.18
H 0.68 8.51 0.00
H -0.52 7.52 -0.45
H -1.40 9.68 -1.70
H -1.03 11.73 -0.87
H 0.52 11.10 -1.23
H -1.12 11.12 1.38
H 0.14 12.36 0.94
H 2.13 12.06 1.61
H 2.41 10.95 0.19
H 2.87 10.49 1.78
C 3.44 -0.49 9.64
O 3.13 0.45 8.62
C 2.36 -0.03 7.52
C 2.42 0.91 6.29
N 1.43 0.59 5.30
C 0.21 1.30 5.68
C -1.01 0.60 5.02
O -1.21 -0.68 5.52
C -2.17 -1.47 4.83
H 4.03 -1.34 9.31
H 2.55 -0.82 10.19
H 4.07 0.07 10.33
H 1.35 -0.22 7.86
H 2.87 -0.95 7.23
H 3.46 0.91 5.95
H 2.31 1.92 6.67
H 1.24 -0.40 5.20
H 0.33 2.31 5.30
H 0.03 1.20 6.75
H -0.70 0.62 3.97
H -1.96 1.11 5.15
H -1.64 -1.85 3.96
H -3.07 -0.91 4.57
H -2.42 -2.29 5.50
C -5.56 6.06 2.41
C -5.18 4.58 2.67
C -5.62 3.71 1.57
O -3.80 4.52 2.82
H -5.38 6.79 3.20
H -6.63 6.18 2.22
H -5.04 6.40 1.51
H -5.61 4.25 3.62
H -5.32 4.14 0.61
H -6.70 3.57 1.62
H -5.16 2.73 1.72
H -3.45 5.20 3.40
C 5.13 -5.36 -4.77
C 3.93 -6.31 -4.90
C 2.57 -5.59 -5.22
O 4.18 -7.11 -5.98
H 5.18 -4.94 -3.77
H 5.24 -4.55 -5.48
H 6.05 -5.94 -4.80
H 3.88 -6.92 -4.00
H 2.40 -5.41 -6.29
H 2.57 -4.62 -4.74
H 1.67 -6.12 -4.88
H 3.33 -7.32 -6.38
C 8.98 -7.32 -0.84
C 8.41 -7.99 0.34
C 7.93 -7.14 1.49
O 7.21 -8.71 0.06
H 9.22 -8.02 -1.64
H 9.92 -6.80 -0.66
H 8.21 -6.69 -1.28
H 9.12 -8.75 0.68
H 6.99 -6.63 1.28
H 8.59 -6.29 1.67
H 7.85 -7.76 2.37
H 7.27 -9.08 -0.83
C 0.83 -8.57 4.54
C 1.78 -9.71 4.61
C 3.19 -9.37 5.17
O 1.31 -10.90 5.25
H 0.46 -8.39 5.54
H 0.05 -8.84 3.83
H 1.36 -7.65 4.29
H 1.94 -9.93 3.55
H 3.88 -10.22 5.23
H 3.12 -9.10 6.23
H 3.45 -8.42 4.73
H 0.73 -11.36 4.65
C 1.97 -0.86 -7.60
C 1.92 0.13 -6.36
C 3.19 0.02 -5.61
O 1.93 1.34 -6.98
H 0.96 -1.03 -7.98
H 2.33 -1.84 -7.30
H 2.75 -0.61 -8.32
H 1.00 0.04 -5.79
H 3.16 -0.92 -5.05
H 3.26 0.77 -4.82
H 4.11 -0.04 -6.19
H 2.77 1.50 -7.41
C 11.80 -3.07 8.45
C 11.07 -1.67 8.13
C 9.99 -1.82 7.03
O 10.53 -1.25 9.37
H 12.26 -3.51 7.56
H 11.08 -3.80 8.82
H 12.53 -3.07 9.27
H 11.73 -0.84 7.89
H 9.06 -2.19 7.46
H 10.30 -2.55 6.29
H 9.81 -0.89 6.49
H 10.86 -0.38 9.61
*
```

Results
Total energy: -3379.74190 Ha
Max |F|: 4.16 eV/Å
HOMO-LUMO gap: 8.82 eV